(1)
{
  "formula": "C13H20NO11P2Ru",
  "method": "wB97M-V/def2-TZVPD",
  "elements": ["Ru", "N", "C", "C", "P", "O", "O", "O", "P", "O", "O", "O", "H", "H", "H", "H", "H", "H", "H", "H", "C", "O", "C", "C", "C", "C", "C", "C", "O", "C", "O", "C", "H", "H", "H", "H", "H", "H", "H", "H", "H", "C", "O", "C", "O", "H", "H", "H"],
  "xyz": [[0.059890, -0.957717, -0.366942], [-4.015608, -1.918120, 1.037281], [-3.527715, -1.664925, -0.382264], [-4.693948, -1.660687, -1.356520], [-2.309280, -3.076542, -0.641574], [-2.929161, -3.983997, -1.785051], [-2.321316, -3.779335, 0.661841], [-1.028729, -2.484643, -1.217143], [-2.585060, -0.085676, -0.327853], [-3.754482, 0.977197, -0.142545], [-1.743421, -0.260104, 0.919618], [-1.784774, 0.130842, -1.577163], [-3.532564, -2.816576, 1.310940], [-5.028649, -2.005857, 1.087333], [-3.687221, -1.186575, 1.673625], [-5.200294, -2.625937, -1.381032], [-4.316308, -1.461496, -2.359184], [-5.404748, -0.872000, -1.107020], [-2.542850, -3.835363, -2.655902], [-3.634010, 1.775636, -0.669718], [0.760163, 6.212416, 0.691173], [2.073964, 5.673653, 0.549616], [2.191031, 4.361352, 0.342387], [3.529398, 3.905414, 0.207388], [3.810877, 2.562952, -0.014384], [2.808066, 1.617293, -0.114090], [3.115198, 0.208259, -0.424359], [4.517215, -0.314156, -0.345907], [2.237580, -0.594684, -0.738862], [1.417478, 2.064502, 0.038601], [0.444444, 1.288049, 0.004778], [1.162449, 3.464623, 0.256352], [0.894097, 7.278217, 0.842981], [0.259057, 5.774632, 1.556016], [0.176203, 6.038542, -0.214359], [4.324808, 4.634087, 0.275825], [4.847650, 2.285259, -0.120934], [5.294834, 0.420349, -0.519479], [4.618236, -1.137058, -1.049348], [4.650472, -0.716112, 0.662503], [0.123983, 3.738911, 0.362427], [1.776099, -4.555198, 0.983113], [1.230051, -3.552036, 0.088123], [0.913273, -2.417580, 0.642829], [1.100913, -2.058211, 1.775426], [2.061018, -5.379835, 0.339497], [1.006163, -4.859126, 1.688407], [2.635528, -4.152637, 1.513552]],
  "forces_ev_per_angstrom": [[0.062, -0.072, -0.161], [-0.128, 0.099, 0.068], [-0.057, -0.049, 0.019], [0.019, -0.002, -0.056], [-0.038, 0.141, -0.197], [-0.071, -0.018, -0.052], [0.092, -0.113, 0.106], [0.022, -0.083, 0.042], [0.376, -0.157, -0.441], [-0.094, 0.057, 0.141], [-0.109, -0.097, 0.085], [-0.125, 0.118, 0.196], [0.023, -0.024, 0.052], [0.019, 0.040, 0.012], [0.013, -0.049, 0.015], [-0.009, 0.000, 0.005], [-0.017, 0.001, -0.005], [-0.005, -0.004, 0.004], [0.048, 0.002, -0.041], [0.004, 0.037, -0.031], [-0.010, 0.023, 0.001], [0.020, -0.019, -0.012], [-0.058, 0.003, 0.002], [-0.033, -0.025, 0.002], [-0.091, -0.054, 0.018], [0.022, -0.082, -0.017], [-0.002, 0.006, -0.023], [0.017, -0.049, -0.009], [-0.048, 0.048, -0.071], [0.062, 0.014, 0.025], [0.092, -0.003, 0.043], [-0.009, 0.049, 0.023], [-0.013, -0.019, 0.002], [-0.010, 0.005, -0.008], [-0.004, -0.002, 0.013], [0.014, 0.016, 0.006], [0.003, -0.040, -0.005], [0.004, 0.012, -0.037], [0.000, -0.005, 0.011], [0.015, 0.017, 0.011], [0.002, 0.031, 0.006], [-0.009, -0.017, -0.003], [-0.063, -0.047, -0.167], [-0.025, 0.088, 0.402], [0.091, 0.212, 0.010], [0.001, 0.001, 0.029], [0.005, 0.004, -0.003], [0.002, 0.004, -0.009]],
  "orbital_gap_ev": [8.73, 6.10],
  "relative_energy_kj_mol": 43.72,
  "s_squared": 6.073,
  "multiplicity": 5,
  "charge": 1,
  "homo_energy_ev": [-11.81, -11.96]
}



(2)
{
  "formula": "C13H20NO6P",
  "method": "wB97M-V/def2-TZVPD",
  "elements": ["C", "C", "C", "C", "C", "C", "C", "C", "C", "C", "N", "O", "C", "O", "P", "O", "O", "O", "C", "O", "C", "H", "H", "H", "H", "H", "H", "H", "H", "H", "H", "H", "H", "H", "H", "H", "H", "H", "H", "H", "H"],
  "xyz": [[-0.404795, 2.477697, 3.862988], [0.063353, 1.700722, 2.661003], [-0.839322, 0.796969, 1.955261], [-0.349513, -0.003907, 0.894335], [-1.279157, -0.640088, -0.085765], [-1.333987, 0.304459, -1.227093], [-1.950834, -0.456947, -2.358411], [-3.421564, -0.803800, -1.945417], [-3.576327, -1.702266, -0.637914], [-2.703662, -1.141095, 0.435712], [1.008098, -0.059941, 0.619970], [1.613778, -1.297791, 0.204345], [2.029967, -1.415811, -1.178059], [3.414877, -1.643512, -1.128185], [4.277447, -0.333418, -1.457527], [3.414124, 0.829203, -1.836756], [5.120760, -0.676559, -2.698959], [5.191114, 0.074087, -0.191792], [1.783946, 0.813982, 1.444097], [2.983967, 0.846726, 1.494423], [1.348375, 1.653096, 2.446933], [-0.555560, 1.921743, 4.782933], [0.261844, 3.349117, 4.096516], [-1.416655, 2.884964, 3.534136], [-1.857010, 0.962048, 2.061305], [-0.762436, -1.578642, -0.488340], [-1.813984, 1.224539, -0.938045], [-0.385875, 0.600463, -1.639457], [-1.923474, 0.213452, -3.165281], [-1.362822, -1.299766, -2.718964], [-3.863849, -1.410684, -2.756141], [-3.910760, 0.149897, -1.858634], [-4.660206, -1.720294, -0.252644], [-3.280856, -2.740228, -0.980708], [-2.672060, -1.679226, 1.371497], [-3.126758, -0.228445, 0.739925], [1.729544, -0.604773, -1.884850], [1.479557, -2.244561, -1.518445], [5.061873, 0.202829, -3.074450], [4.507603, 0.369665, 0.452517], [2.161241, 2.306097, 2.963942]],
  "forces_ev_per_angstrom": [[-1.681, 1.848, -1.080], [-2.187, -0.762, 2.648], [3.375, -0.447, -2.382], [-1.736, 0.505, 2.414], [1.023, -3.149, 0.937], [0.238, -0.655, -1.083], [-1.994, -0.089, 0.740], [0.464, -1.782, -0.527], [-0.471, -0.171, -1.522], [1.972, 1.229, -0.137], [0.509, 0.980, 1.143], [-1.055, 1.712, 0.116], [-0.621, 1.235, 0.584], [0.150, 0.123, -0.462], [-2.033, 3.220, 1.927], [0.349, -0.896, 0.348], [1.577, -1.217, -0.243], [-0.751, -1.485, -1.390], [1.872, -1.514, -0.766], [4.205, -2.049, -2.522], [-0.210, 2.720, 0.748], [0.039, -0.410, -0.128], [-0.544, -0.840, -0.330], [1.012, -0.140, 0.901], [-1.794, -0.047, 0.105], [-0.453, 1.024, 0.578], [-0.702, 0.340, -0.136], [0.985, 0.185, 0.625], [-0.634, 0.834, -1.555], [0.104, -0.310, 0.563], [-0.173, 0.613, 0.195], [-0.577, 0.292, 0.143], [1.525, -0.090, -0.854], [-0.330, 0.940, 0.735], [0.477, -0.695, 0.025], [-1.104, 1.447, 0.425], [0.503, 0.000, 1.254], [0.058, -1.755, -0.337], [0.440, 0.564, -1.218], [-0.010, 0.192, 0.505], [-1.816, -1.500, -0.987]],
  "orbital_gap_ev": 8.83,
  "relative_energy_kj_mol": 87.48,
  "smiles": "Cc1cc(C2CCCCC2)n(OCOP(=O)(O)O)c(=O)c1",
  "multiplicity": 1,
  "charge": 0,
  "homo_energy_ev": -8.46
}



(3)
{
  "formula": "C13H21BCl4FNO2P",
  "method": "wB97M-V/def2-TZVPD",
  "elements": ["C", "C", "C", "F", "P", "C", "C", "C", "Cl", "B", "O", "O", "C", "C", "C", "C", "C", "N", "C", "H", "H", "H", "H", "H", "H", "H", "H", "H", "H", "H", "H", "H", "H", "H", "H", "H", "H", "H", "H", "C", "Cl", "Cl", "Cl", "H"],
  "xyz": [[0.813354, 1.417521, 3.015577], [-0.360980, 1.587948, 2.011408], [-1.007228, 0.266222, 1.618462], [-2.338232, 0.430506, 1.311900], [-0.153832, -0.623022, 0.225700], [1.676443, -0.589292, 0.442739], [2.506457, -0.803551, -0.827346], [3.944052, -1.222599, -0.418000], [1.838012, -2.076950, -1.886457], [-0.690765, -2.513602, 0.426090], [-0.906698, -3.267556, -0.694918], [-0.816215, -2.914490, 1.699447], [-0.778812, -4.351101, 1.910880], [-0.633656, 0.058285, -1.363821], [0.094870, 1.111328, -1.937230], [-0.345817, 1.486792, -3.202600], [-1.438141, 0.854197, -3.771529], [-2.194222, -0.103631, -3.221835], [-1.744210, -0.458265, -2.025451], [0.572526, 1.848365, 3.983609], [1.652439, 2.001186, 2.629513], [1.130523, 0.378300, 3.110464], [-0.096069, 2.222485, 1.164182], [-1.135489, 2.139509, 2.551720], [-0.943429, -0.411114, 2.477954], [1.919374, 0.411616, 0.816601], [1.921556, -1.295180, 1.238017], [2.604759, 0.135002, -1.364239], [4.635241, -0.388562, -0.544671], [4.303608, -2.034136, -1.046549], [3.976263, -1.561360, 0.617724], [-1.848636, -3.456962, -0.807996], [-1.793016, -4.739885, 1.830519], [-0.117515, -4.858982, 1.212372], [-0.419886, -4.536494, 2.920391], [0.948104, 1.550170, -1.440139], [0.158804, 2.274776, -3.745867], [-1.729714, 1.162629, -4.771667], [-2.307239, -1.241788, -1.525776], [-2.215414, 4.488916, -0.613206], [-3.616096, 4.344312, 0.443393], [-0.891628, 5.319588, 0.203828], [-1.673171, 2.889058, -1.172314], [-2.500275, 5.069810, -1.480879]],
  "forces_ev_per_angstrom": [[0.114, 0.465, -0.953], [-0.195, 0.208, 0.823], [0.700, 0.376, 0.645], [0.077, -0.223, -0.462], [-0.267, -0.510, -0.260], [-0.551, 0.883, -0.147], [1.141, -0.532, 0.699], [-0.071, 0.137, -0.112], [-0.281, 0.182, 0.038], [-0.392, -0.047, -0.363], [-0.269, 0.483, 0.288], [0.752, -0.163, -0.388], [-0.408, -0.258, 0.541], [0.635, 0.454, 0.269], [-0.507, -1.301, -0.809], [0.795, -0.130, 0.266], [-0.392, 0.155, -1.010], [1.148, 0.613, 0.565], [-0.585, -0.829, 0.503], [-0.080, -0.296, 0.079], [0.165, -0.197, 0.202], [0.005, 0.057, 0.218], [0.020, -0.216, -0.102], [-0.163, -0.047, -0.276], [-0.086, -0.055, -0.092], [0.089, -0.116, 0.107], [-0.056, -0.103, -0.123], [-0.440, -0.202, -0.380], [-0.047, 0.004, 0.156], [-0.036, 0.049, -0.012], [0.065, 0.010, -0.045], [0.161, -0.489, -0.142], [0.068, -0.053, -0.065], [-0.075, 0.191, -0.154], [-0.033, 0.218, 0.001], [-0.046, 0.182, -0.110], [-0.077, -0.018, -0.022], [-0.051, -0.030, 0.070], [-0.055, 0.057, -0.096], [-0.171, -0.072, 0.234], [0.043, -0.010, -0.048], [0.017, -0.015, -0.034], [-0.685, 1.214, 0.519], [0.022, -0.027, -0.017]],
  "orbital_gap_ev": 9.77,
  "multiplicity": 1,
  "charge": 1,
  "homo_energy_ev": -12.89
}



(4)
{
  "formula": "C13H21BCoN6O",
  "method": "wB97M-V/def2-TZVPD",
  "elements": ["H", "N", "B", "N", "C", "Co", "H", "C", "H", "C", "H", "C", "H", "H", "H", "N", "N", "N", "N", "C", "C", "H", "H", "C", "C", "C", "C", "H", "H", "H", "H", "H", "C", "C", "C", "O", "H", "H", "H", "H", "H", "H", "H"],
  "xyz": [[-2.169437, -1.440727, 0.522655], [-1.478965, 0.130888, -0.722240], [-1.260305, 2.072792, -2.317563], [-2.132807, 1.059851, -1.523093], [-3.455327, 0.834898, -1.478870], [0.417471, 0.167237, -0.619178], [-4.118497, 1.458004, -2.063592], [-3.690608, -0.232948, -0.617092], [-4.645986, -0.650708, -0.365037], [-2.435618, -0.643368, -0.151513], [-1.905665, 2.807230, -3.005583], [2.959880, -1.227359, -0.274214], [2.982111, -2.150352, 0.331016], [3.567737, -0.439246, 0.202272], [3.329623, -1.436907, -1.282897], [-0.279143, 1.183384, -3.133362], [-0.412497, 2.816654, -1.251570], [0.521247, 0.268605, -2.443545], [0.458339, 2.082616, -0.452772], [-0.029670, 1.082650, -4.448617], [-0.290251, 4.121005, -0.957688], [-0.556302, 1.715008, -5.145314], [-0.877449, 4.851001, -1.499794], [0.933666, 0.094810, -4.651148], [0.646151, 4.263252, 0.056890], [1.263109, -0.387884, -3.373548], [1.092782, 2.970589, 0.354144], [1.352266, -0.234680, -5.588833], [0.969507, 5.177398, 0.529692], [1.967369, -1.151253, -3.072216], [1.839654, 2.654481, 1.073029], [1.879417, -0.895799, -0.353451], [-0.049395, 0.662023, 3.037098], [1.011485, -0.058573, 2.243141], [1.634893, -1.192443, 3.038437], [0.380486, -0.539677, 1.075255], [-0.829997, -0.068754, 3.287932], [-0.508685, 1.446754, 2.426541], [0.372251, 1.095795, 3.949381], [1.827987, 0.653848, 2.010265], [0.868756, -1.922410, 3.318206], [2.418907, -1.703171, 2.473053], [2.073166, -0.776018, 3.950623]],
  "forces_ev_per_angstrom": [[0.127, 0.117, 0.016], [-3.871, 0.434, -0.218], [0.160, -0.673, 0.683], [0.224, -1.236, 0.720], [0.367, -0.161, 0.286], [0.799, -1.009, 2.378], [-0.023, -0.143, 0.149], [-0.032, 0.205, -0.154], [-0.113, -0.051, 0.038], [0.550, 1.250, -1.215], [0.046, 0.006, 0.004], [-0.371, 0.077, -0.240], [-0.094, 0.518, -0.308], [-0.323, -0.355, -0.231], [0.152, 0.045, 0.241], [1.238, -1.050, 0.083], [1.286, -0.259, 0.819], [0.443, 0.255, -4.522], [-0.248, 3.220, 0.307], [0.237, -0.388, 0.649], [0.094, -0.299, 0.111], [0.041, -0.051, -0.023], [0.113, -0.067, 0.152], [0.148, -0.092, 0.245], [0.019, 0.145, 0.091], [-1.298, 1.251, -0.029], [-0.953, -0.386, -1.313], [-0.080, 0.085, 0.043], [-0.070, -0.045, -0.090], [-0.145, 0.128, -0.047], [-0.242, -0.061, -0.168], [1.901, -0.899, 0.380], [-0.147, 0.135, 0.351], [-0.437, -0.327, -0.849], [0.020, 0.033, 0.188], [0.532, -0.456, 1.251], [0.115, 0.219, 0.083], [0.096, -0.060, 0.127], [-0.197, 0.045, 0.050], [-0.055, -0.061, -0.079], [0.059, 0.055, -0.053], [-0.124, 0.080, 0.066], [0.056, -0.172, 0.032]],
  "orbital_gap_ev": [8.49, 8.21],
  "relative_energy_kj_mol": 0.00,
  "s_squared": 3.762,
  "multiplicity": 4,
  "charge": 0,
  "homo_energy_ev": [-7.79, -7.78]
}